DFT (the ωB97M-V functional and the def2-TZVPD basis) results for a molecular structure, C25H44F16Li2N4O27S13 at a distorted geometry.

Last column: Mulliken charge in e.
Cartesian coordinates (Å):
S  5.096  2.301  2.020  0.632
O  1.083  5.261  -4.303  -0.629
C  -5.000  2.606  -1.311  -0.573
S  1.429  2.867  -1.096  0.097
Li  0.875  -0.048  -0.647  1.759
H  -6.144  2.458  -3.145  0.425
H  -1.930  -2.961  0.335  0.002
N  6.702  1.742  -2.171  -0.450
H  -0.938  1.080  3.597  0.313
H  -2.561  -3.468  -1.261  0.455
C  -4.074  -1.861  1.401  0.358
F  4.711  2.936  -2.930  -0.357
C  1.173  -0.459  -5.053  -0.363
O  -2.376  -1.238  5.456  -0.588
O  4.141  1.255  -1.454  -0.170
N  2.468  -1.195  0.008  0.342
H  -3.250  0.168  1.449  0.578
N  4.579  0.872  1.769  -0.026
H  -2.408  -4.237  7.990  0.228
H  1.398  0.539  -5.430  0.120
S  3.033  -2.302  -1.190  0.318
O  -1.389  5.625  -5.112  -0.621
H  1.140  1.493  7.359  0.400
C  -3.714  -0.530  0.752  -1.046
H  -0.503  -2.790  -3.363  0.142
F  1.603  1.479  2.151  0.301
O  0.187  -0.146  -2.578  0.029
H  1.251  3.919  -8.296  0.486
O  7.454  -0.588  -2.915  -0.669
O  2.784  -3.143  1.688  -0.618
S  4.438  0.608  3.461  0.856
O  2.420  3.946  -0.862  -0.588
F  3.367  -0.626  3.290  -0.244
O  2.172  -2.558  -2.352  -0.483
H  -0.679  -6.885  5.849  0.357
F  8.481  0.681  -1.263  -0.374
H  -0.179  2.359  5.697  0.392
H  -3.167  3.737  -0.706  0.531
H  -5.476  3.025  -0.425  0.522
O  -4.281  2.551  -4.977  -0.722
O  5.600  -0.060  4.013  -0.577
F  -3.119  -5.890  8.618  -0.301
H  -2.873  1.511  -2.896  -0.173
H  0.440  1.868  -6.973  0.196
O  6.388  2.479  2.712  -0.646
O  -2.895  -0.643  -1.964  -0.794
H  -1.249  3.035  -5.567  0.230
O  0.707  -3.026  0.306  -0.516
C  -0.188  3.231  -5.412  0.713
C  -0.934  -4.437  4.544  0.717
H  0.058  -0.969  -6.731  0.239
H  1.982  -0.792  -4.402  0.197
F  -0.441  -6.784  8.319  -0.348
C  0.696  2.855  -6.588  -0.373
S  0.959  2.521  1.116  0.077
O  -1.141  -0.633  -0.166  -0.245
H  1.648  0.204  6.277  0.191
H  -3.328  -2.065  2.169  -0.556
H  1.203  1.843  4.610  -0.071
C  0.808  -1.452  -6.104  -0.665
F  0.084  -5.225  4.081  -0.308
C  -1.484  -6.255  6.228  -0.888
H  0.245  6.345  -7.071  0.440
C  0.428  1.539  5.314  -0.435
H  -1.782  -2.241  -4.489  0.625
C  -5.537  3.162  -2.576  -0.878
C  0.467  4.009  -7.545  -0.980
H  -0.839  0.361  7.976  0.393
C  -0.918  -5.758  7.593  1.012
H  1.707  5.623  -6.454  0.388
C  -2.718  -2.813  -0.404  -0.404
C  -4.063  -2.923  0.291  -0.873
S  -2.473  -1.001  -0.598  0.969
C  -1.725  -3.751  3.425  0.019
C  -0.717  -2.207  -4.259  -0.770
H  -0.052  -0.297  4.144  -0.039
O  6.500  -0.251  -0.527  -0.472
F  -1.581  -4.895  9.645  -0.277
F  -2.270  -4.603  2.468  -0.373
Li  3.154  0.569  0.422  1.247
S  -4.121  3.374  -3.749  1.229
F  5.634  2.452  0.512  -0.283
S  -1.736  0.099  5.744  0.982
F  -0.926  -2.939  2.759  0.067
O  4.048  -3.254  -0.807  -0.566
H  -5.034  -1.817  1.914  0.503
H  -1.861  2.860  -2.939  -0.125
O  -1.310  0.523  -4.563  -0.706
C  -0.366  0.036  7.049  -0.657
H  -2.336  -6.931  6.305  0.369
C  0.715  5.388  -6.841  -0.900
H  -4.044  -3.853  0.859  0.403
O  0.099  3.216  -1.536  -0.388
O  3.641  1.555  4.195  -0.528
H  1.056  -3.334  -5.005  0.305
H  0.037  2.814  -4.431  -0.784
O  -1.876  -5.169  5.318  -0.360
S  -0.028  4.992  -5.204  1.207
O  1.547  3.789  1.599  -0.487
H  -0.252  -3.405  -6.073  0.380
H  -5.304  1.560  -1.286  -0.001
H  -4.947  -2.855  -0.344  0.398
F  1.125  -1.333  1.839  -0.109
O  -2.655  1.108  6.113  -0.694
C  -2.048  -5.149  8.467  0.198
S  1.898  -2.371  0.816  0.527
S  5.104  1.418  -2.543  1.061
F  1.960  2.332  -2.521  -0.223
C  -0.533  0.616  4.496  -0.029
F  0.059  -4.893  7.479  -0.258
F  4.021  -1.210  -1.859  -0.246
S  7.029  0.267  -1.797  1.140
N  1.603  1.625  -0.236  0.232
O  4.150  3.366  1.994  -0.508
O  4.831  0.750  -3.806  -0.604
O  -0.488  2.336  1.343  -0.515
S  -0.313  -0.379  -3.945  0.956
H  -0.242  -1.027  7.254  0.311
H  -4.605  -0.112  0.284  0.187
C  0.806  0.840  6.552  -0.574
O  -3.730  4.778  -3.925  -0.650
H  -2.587  -3.269  3.886  0.193
H  1.771  2.897  -6.411  0.327
H  -6.108  4.090  -2.545  0.339
H  1.660  -1.709  -6.733  0.471
C  0.283  -2.699  -5.438  -0.730
F  -0.410  -3.494  5.304  -0.177
C  -2.870  2.571  -2.644  0.375
H  -3.023  2.074  -0.624  -0.443
H  -0.526  3.975  -7.994  0.342
C  -3.457  2.845  -1.262  0.223

- HOMO-LUMO gap: 7.9 eV
- Net charge: -2
- Largest force on an atom: 12.22 eV Å⁻¹
- Total energy: -272625.44308 eV
- LUMO energy: 2.79 eV